Record 1
DFT (ωB97M-V with the def2-TZVPD basis set) results for a structure of composition C28H58O26V in a non-equilibrium geometry.

Structure (XYZ):
```
113
Properties=species:S:1:pos:R:3:lowdin_spin:R:1
V -17.0710 21.4675 -24.3708 2.8014
C -14.2751 22.0080 -21.7321 0.0021
C -14.9673 23.1446 -22.4847 0.0042
O -16.1680 22.8511 -23.0450 0.0395
H -13.5969 22.4187 -20.9757 0.0000
H -13.6833 21.4236 -22.4394 0.0005
H -14.9499 21.3391 -21.1881 0.0001
H -14.2062 23.5105 -23.2105 0.0013
H -15.0671 24.0287 -21.8244 -0.0012
C -13.4547 19.3822 -25.9765 0.0000
C -14.3341 19.6074 -24.7751 0.0031
O -15.5941 20.0716 -25.0659 0.0401
H -13.9710 18.8139 -26.7605 0.0001
H -12.6105 18.7978 -25.5984 -0.0001
H -13.1380 20.2924 -26.4876 0.0000
H -13.8215 20.2650 -24.0436 0.0002
H -14.4665 18.6620 -24.2051 0.0010
C -19.4189 23.6168 -27.4437 0.0003
O -18.0653 23.8980 -27.8019 0.0031
C -17.2030 23.4321 -26.9371 0.0099
O -17.4397 22.6862 -26.0390 0.0264
O -16.0262 23.9330 -27.1956 0.0046
C -14.8604 23.4022 -26.5590 0.0023
H -20.0736 23.6696 -28.3076 0.0000
H -19.7042 24.3395 -26.6828 0.0000
H -19.5520 22.6032 -27.0612 0.0001
H -14.5098 24.0628 -25.7681 0.0001
H -14.0560 23.3705 -27.2976 0.0003
H -14.9790 22.3838 -26.1804 0.0015
C -14.7764 12.9537 -28.5932 0.0000
O -15.4216 14.1733 -28.2275 0.0000
C -15.2814 14.5518 -26.9618 0.0000
O -14.8183 13.8619 -26.1015 0.0000
O -15.7673 15.7828 -26.8412 0.0000
C -15.6794 16.4118 -25.6046 0.0002
H -15.5227 12.1668 -28.4813 0.0000
H -13.8774 12.7996 -28.0037 0.0000
H -14.4958 13.0018 -29.6422 0.0000
H -16.4383 16.0859 -24.8955 0.0000
H -15.8169 17.4880 -25.7163 0.0001
H -14.6925 16.3004 -25.1714 0.0000
C -21.6786 19.3952 -26.9471 0.0002
O -20.7766 20.1253 -26.1550 0.0018
C -19.4917 19.8220 -26.2315 0.0054
O -18.6870 20.3545 -25.5115 0.0219
O -19.2008 19.0285 -27.2470 0.0029
C -17.8253 18.7448 -27.4697 0.0001
H -21.3910 19.4241 -27.9978 0.0000
H -22.6670 19.8270 -26.8137 0.0000
H -21.8111 18.3361 -26.6990 0.0001
H -17.6835 17.8824 -28.1156 0.0000
H -17.3447 18.5242 -26.5243 -0.0001
H -17.3683 19.6112 -27.9410 0.0000
C -12.6081 21.8825 -29.3220 0.0000
O -11.2016 22.2091 -29.1135 0.0000
C -10.9547 23.1918 -28.2813 0.0000
O -11.7224 23.8313 -27.6709 0.0000
O -9.6426 23.3673 -28.2704 0.0000
C -9.0640 23.9374 -27.0990 0.0000
H -12.6054 20.9183 -29.8271 0.0000
H -13.0343 22.6035 -30.0218 0.0000
H -13.1170 21.8071 -28.3630 0.0000
H -9.5114 24.9187 -26.9291 0.0000
H -7.9914 24.0134 -27.2346 0.0000
H -9.2099 23.3014 -26.2245 0.0000
C -5.9231 21.0877 -25.3767 0.0000
O -7.2150 21.3509 -25.8842 0.0000
C -8.1225 20.4011 -25.7352 0.0000
O -8.0305 19.4701 -24.9802 0.0000
O -9.0935 20.6406 -26.5994 0.0000
C -10.3124 19.9194 -26.3993 0.0000
H -5.5130 20.1724 -25.8062 0.0000
H -5.9994 20.8671 -24.3049 0.0000
H -5.2947 21.9553 -25.5074 0.0000
H -10.7353 20.1532 -25.4252 0.0000
H -10.1787 18.8559 -26.5821 0.0000
H -10.9990 20.3208 -27.1370 0.0000
C -15.0539 14.6937 -22.4617 0.0000
O -13.9456 14.9714 -23.2963 0.0000
C -13.1765 16.0049 -22.9546 0.0001
O -13.1736 16.5350 -21.8935 0.0001
O -12.3305 16.2744 -23.9498 0.0001
C -11.1950 17.0331 -23.6518 0.0000
H -15.8017 15.4721 -22.5696 0.0000
H -14.7476 14.5866 -21.4178 0.0000
H -15.4389 13.7108 -22.7163 0.0000
H -10.6079 16.6365 -22.8271 0.0000
H -11.3928 18.0886 -23.4220 0.0000
H -10.5651 17.1105 -24.5383 0.0000
C -12.0732 15.8152 -27.7381 0.0000
O -11.6331 14.5155 -27.3879 0.0000
C -11.2789 13.6877 -28.3861 0.0000
O -11.3357 13.9238 -29.5699 0.0000
O -10.8620 12.5159 -27.8533 0.0000
C -10.3596 11.5227 -28.7180 0.0000
H -12.0838 16.4006 -26.8294 0.0000
H -13.0785 15.7767 -28.1598 0.0000
H -11.4136 16.2810 -28.4704 0.0000
H -9.3171 11.7666 -28.9166 0.0000
H -10.8994 11.5301 -29.6714 0.0000
H -10.4839 10.5147 -28.3401 0.0000
C -15.6706 18.2184 -21.7076 0.0003
O -16.6393 19.0415 -21.0059 0.0003
C -17.4637 19.7868 -21.7164 0.0023
O -17.6064 19.7439 -22.8911 0.0222
O -18.0331 20.6922 -20.9869 0.0008
C -17.7276 20.9515 -19.6267 0.0000
H -14.8800 18.8862 -22.0477 0.0001
H -16.1631 17.7049 -22.5316 0.0001
H -15.2298 17.5148 -21.0154 0.0000
H -18.3447 21.7854 -19.3198 0.0000
H -16.6856 21.2751 -19.5443 0.0000
H -17.8646 20.0552 -19.0261 0.0000
```

Energy relative to the best compared isomer or geometry (same formula, charge and spin)   17.69 kJ/mol
E   -4001.9284 Ha
Molar mass   861.69 g mol⁻¹
Expectation value of S²   3.755
Spin multiplicity   4
Orbital gap (spin up / spin down)   6.9 / 7.9 eV

Record 2
DFT (ωB97M-V with the def2-TZVPD basis set) results for a structure of composition C28H59As3N4OSSc.

Structure (XYZ):
```
97
Properties=species:S:1:pos:R:3:mulliken_charge:R:1
Sc 0.3484 1.0765 -0.1352 -1.5965
C 1.0986 4.0368 -1.2519 -0.8368
C -0.3356 3.7477 -1.6263 -0.8389
N -0.9989 2.9922 -0.5297 0.0198
C -1.2443 3.8313 0.6661 -1.4902
C -0.2536 3.5736 1.7674 0.2515
C -0.2292 4.3548 2.9138 -0.8783
C 0.6994 4.0640 3.8978 -1.0018
C 1.5730 2.9976 3.7161 -0.8125
C 1.4813 2.2565 2.5537 0.5463
C 2.3491 1.0524 2.3100 -1.6074
N 2.4668 0.7389 0.8680 0.2428
C 3.5312 1.5230 0.1898 -0.8104
C 3.0365 2.8884 -0.2406 -0.8944
N 1.8032 2.7504 -1.0500 0.1544
N 0.5851 2.5473 1.5956 2.5103
H 1.1528 4.6027 -0.3196 0.3076
H 1.5831 4.6469 -2.0196 0.6168
H -0.3767 3.1252 -2.5273 0.4010
H -0.8826 4.6687 -1.8467 0.5602
H -1.9104 2.7118 -0.8800 0.0507
H -2.2508 3.6249 1.0364 0.5680
H -1.2297 4.8923 0.3959 0.5510
H -0.9149 5.1838 3.0224 0.6241
H 0.7525 4.6647 4.7945 0.5105
H 2.3197 2.7547 4.4581 0.6346
H 1.8981 0.1847 2.7999 -0.3000
H 3.3371 1.2045 2.7572 0.7083
H 2.7344 -0.2418 0.8060 0.2128
H 3.8507 0.9434 -0.6762 0.3342
H 4.4055 1.6263 0.8401 0.5016
H 3.8228 3.4076 -0.7974 0.6695
H 2.8009 3.5121 0.6216 0.3758
H 2.0842 2.4173 -1.9713 0.3054
C -3.0592 -1.3171 -0.6318 -1.3545
As -1.9323 -0.0347 -1.5608 1.1461
C -3.3083 1.2618 -2.0311 -1.6494
C -1.7084 -0.8676 -3.3111 -1.8455
C -0.6294 -1.9539 -3.4762 1.7836
C -0.9656 -2.7117 -4.7697 -2.1494
C 0.7409 -1.3070 -3.6938 -1.9908
As 1.6663 -0.4146 -2.2212 1.4944
C 2.8186 -1.7897 -1.4754 -1.4269
C 2.9340 0.5487 -3.3482 -1.5540
C -0.6219 -2.9181 -2.2870 -0.5423
As 0.6146 -4.4722 -2.4004 0.2578
C -0.6306 -5.8036 -3.0971 -1.1901
C 0.4136 -4.9272 -0.5039 -0.8448
H -3.7019 -1.7875 -1.3780 0.5396
H -3.6768 -0.7952 0.0969 0.5412
H -2.4684 -2.0851 -0.1413 0.0604
H -4.1182 0.7319 -2.5361 0.4499
H -2.9216 2.0178 -2.7166 0.4505
H -3.7200 1.7387 -1.1391 0.5302
H -1.5586 -0.0607 -4.0360 0.5112
H -2.6979 -1.2902 -3.5192 0.7480
H -1.0628 -2.0248 -5.6108 0.4305
H -1.9052 -3.2554 -4.6671 0.4647
H -0.1852 -3.4314 -5.0221 0.4994
H 0.6731 -0.5577 -4.4881 0.6660
H 1.4672 -2.0583 -4.0247 0.7800
H 3.1155 -2.4670 -2.2771 0.5492
H 2.3017 -2.3653 -0.7084 0.1872
H 3.7126 -1.3289 -1.0521 0.5076
H 3.3969 -0.1878 -4.0088 0.4960
H 3.7232 1.0478 -2.7903 0.3931
H 2.4071 1.2740 -3.9700 0.4681
H -1.6303 -3.3024 -2.1126 1.1905
H -0.3265 -2.3821 -1.3669 -0.9951
H -0.7447 -5.6978 -4.1731 0.3742
H -1.6035 -5.7298 -2.6126 0.3502
H -0.2087 -6.7881 -2.8981 0.4483
H 0.8983 -4.1716 0.1186 -0.1206
H 0.9023 -5.8814 -0.3131 0.5168
H -0.6386 -5.0103 -0.2279 0.3514
C -3.2884 1.7820 3.4551 -0.6594
C -2.7498 0.6502 4.3105 -0.7691
C -1.3666 0.1814 3.8693 0.1894
S -1.5019 -0.6551 2.2716 0.4477
O -0.3357 -0.1090 1.3953 0.0463
C -1.0373 -2.3568 2.6185 -0.9573
C 0.4420 -2.6514 2.8448 0.5419
C 1.0090 -2.2430 4.1980 -1.5311
H -4.3149 2.0223 3.7207 0.4963
H -3.2894 1.5212 2.3895 0.0332
H -2.6900 2.6850 3.5852 0.1214
H -3.4418 -0.1940 4.3164 0.3336
H -2.6630 0.9643 5.3518 0.4601
H -0.9063 -0.4997 4.5782 0.4934
H -0.6835 1.0143 3.6910 -0.4519
H -1.4220 -2.9069 1.7589 0.3376
H -1.6614 -2.6234 3.4770 0.6473
H 1.0189 -2.2134 2.0228 -0.4304
H 0.5431 -3.7321 2.7239 0.5429
H 1.1137 -1.1623 4.3086 0.2336
H 1.9948 -2.6807 4.3401 0.3881
H 0.3820 -2.5983 5.0166 0.3734
```

Energy relative to the best compared isomer or geometry (same formula, charge and spin)   7.10 kJ/mol
E   -9262.0696 Ha
Molar mass   769.60 g mol⁻¹
Charge   +3
Spin multiplicity   1
Orbital gap   7.3 eV

Record 3
DFT (ωB97M-V with the def2-TZVPD basis set) results for a cluster of 3 separate species, C28H59F3N2O9P in total in a non-equilibrium geometry.

Structure (XYZ):
```
102
Properties=species:S:1:pos:R:3:mulliken_charge:R:1
C -1.6642 1.1051 6.3993 -1.3142
C -1.6538 0.1296 5.1979 -0.4721
N -1.9919 0.8550 3.9112 1.3790
C -3.3257 0.4436 3.3505 0.4723
C -3.2721 -0.4280 2.0835 -1.2770
O -2.1935 -0.1815 1.1904 -0.5769
C -0.9257 -0.1879 1.8194 0.3853
O 0.0823 0.0326 0.8871 0.0520
C -0.2966 -0.0635 -0.4888 -0.5269
C 1.0408 0.0526 -1.3347 0.2985
C 1.4755 -1.3498 -1.7699 -1.6018
O 2.0334 0.6125 -0.4931 -0.5994
P -0.6621 -1.9513 2.3763 0.4525
N -1.4160 -2.4187 3.6584 -0.7882
O 0.8988 -2.3352 2.4595 -0.5479
O -1.1842 -2.8409 1.1189 -0.5856
C -0.9205 0.9581 2.8850 0.6529
C -1.2957 2.2155 2.0320 -2.3325
C -1.0986 3.5815 2.7415 -1.4848
C -2.2212 4.5544 2.2925 0.3949
C -1.6563 5.9212 1.8575 -1.8439
C -3.2180 4.7567 3.4577 0.0017
C -4.6717 5.0035 2.9977 -1.5576
C -5.4503 3.6960 2.9778 -0.4727
C -5.8495 3.0439 4.0355 1.4013
C -5.4292 3.3404 5.4531 -1.4066
C -6.8078 1.8742 3.8505 -1.3900
C 0.4854 1.2293 3.4208 0.2799
F 1.2320 1.8262 2.5420 -0.2010
F 0.4951 1.9747 4.5220 -0.2515
F 1.1217 0.0992 3.7262 -0.2167
H -1.1022 0.6826 7.2257 0.3731
H -2.6954 1.1864 6.7563 0.3732
H -1.3295 2.1094 6.1350 0.2410
H -0.7111 -0.4022 5.1715 0.4382
H -2.3922 -0.6215 5.4448 0.6331
H -2.1618 1.8090 4.2519 -0.3227
H -3.8417 1.3661 3.0737 -0.8147
H -3.9678 -0.0402 4.0805 0.9207
H -3.3937 -1.4824 2.3525 0.4540
H -4.1782 -0.1915 1.5239 0.6227
H -0.9201 0.7672 -0.8191 0.1931
H -0.7278 -1.0254 -0.7531 0.4363
H 0.9160 0.6962 -2.2040 0.4252
H 1.6657 -2.0012 -0.9158 0.3563
H 0.6488 -1.7639 -2.3537 0.4648
H 2.3452 -1.2621 -2.4189 0.3663
H 2.5953 -0.0883 -0.1409 0.3545
H -0.7361 -2.7883 4.3182 0.2762
H 0.8846 -3.3104 2.4515 0.4175
H -2.1433 -2.7094 1.0470 0.4017
H -0.6923 2.2623 1.1305 0.5478
H -2.3273 2.1845 1.6887 0.8789
H -0.1440 4.0181 2.4536 0.7754
H -1.1517 3.5402 3.8334 0.6626
H -2.7867 4.1786 1.4317 0.4369
H -1.0087 5.8131 0.9875 0.4700
H -2.5153 6.5123 1.5292 0.4075
H -1.1763 6.4205 2.6981 0.4195
H -2.8410 5.5645 4.0901 0.4583
H -3.2304 3.8209 4.0278 -0.2091
H -4.7519 5.5000 2.0312 0.4478
H -5.1620 5.6414 3.7367 0.4694
H -5.6628 3.2587 2.0036 0.3909
H -6.2642 3.0975 6.1121 0.5173
H -4.6381 2.6357 5.7360 0.1218
H -5.1247 4.3704 5.6232 0.2997
H -7.6729 2.1629 3.2567 0.4076
H -7.1872 1.5120 4.8058 0.3784
H -6.3050 1.0348 3.3586 0.1766
C 6.2080 -6.1969 -3.0818 -0.7080
O 5.3517 -5.9129 -4.1749 -0.3616
C 4.0031 -5.7054 -3.7834 -0.7485
C 3.6491 -4.2337 -3.7752 0.1848
O 4.3489 -3.5385 -2.7449 -0.3651
C 5.4481 -2.7965 -3.2474 -0.7363
H 7.2350 -6.1556 -3.4415 0.2433
H 6.0885 -5.4689 -2.2755 0.3040
H 6.0113 -7.2038 -2.6987 0.3165
H 3.8071 -6.1557 -2.8052 0.3629
H 3.3741 -6.2133 -4.5214 0.3946
H 2.5794 -4.1293 -3.5612 0.3275
H 3.8425 -3.7811 -4.7527 -0.0860
H 5.0861 -1.9190 -3.7949 0.2134
H 6.0825 -3.4029 -3.8976 0.3440
H 6.0429 -2.4587 -2.3990 0.3466
C 5.5861 -2.0199 -7.2952 -0.8691
O 4.2617 -2.2761 -6.8530 -0.2866
C 3.4837 -1.0914 -6.7590 -0.1734
C 2.5309 -0.9570 -7.9283 -0.7828
O 3.2284 -0.7326 -9.1425 -0.3717
C 3.3183 -1.8940 -9.9526 -0.6699
H 6.0594 -2.9741 -7.5211 0.2528
H 5.5988 -1.4009 -8.1947 0.4013
H 6.1559 -1.5258 -6.5007 0.3174
H 4.1258 -0.2091 -6.6802 0.3931
H 2.8973 -1.1659 -5.8354 0.1905
H 1.8902 -0.0846 -7.7610 0.3881
H 1.8875 -1.8389 -8.0051 0.3482
H 2.3431 -2.1236 -10.3938 0.3289
H 3.6789 -2.7553 -9.3855 0.2657
H 4.0233 -1.6856 -10.7559 0.2449
```

E   -2529.5470 Ha
Molar mass   655.75 g mol⁻¹
Charge   +1
Spin multiplicity   1
Orbital gap   8.5 eV

> Which of these has the lowest E?

C28H59As3N4OSSc